The following is a DFT calculation (the ωB97M-V functional and the def2-TZVPD basis) of the molecule C3H5NO2 in a non-equilibrium geometry.

The geometry in XYZ format:
```
11
Properties=species:S:1:pos:R:3:forces:R:3:mulliken_charge:R:1
O 2.7237 0.6068 0.0018 0.627 0.122 -0.009 -0.717
O 1.5694 -1.2876 -0.0210 -0.646 -0.101 0.018 -0.445
N 1.5973 0.1115 0.0012 0.710 -0.381 -0.093 0.727
C 0.4842 0.7569 0.0043 -4.346 -0.528 -0.076 -0.314
C -0.8909 0.0074 0.0475 -0.033 -0.772 0.070 0.018
C -2.2718 0.1645 -0.0362 3.839 1.168 -0.006 -0.776
H 2.5016 -1.5647 -0.0764 -0.069 0.656 0.055 0.352
H -0.6263 -1.0338 0.2131 -0.164 -0.024 0.011 0.242
H -2.8829 -0.7037 0.0866 -0.153 -0.331 0.022 0.256
H -2.7505 1.1126 -0.2173 -0.095 0.164 0.003 0.272
H 0.5461 1.8300 -0.0037 0.331 0.027 0.005 0.384
```
Positions in Å, forces in eV/Å.

Results
Energy above the lowest of the compared OMol25 structures with the same formula, charge and spin: 120.8 kcal/mol
SMILES: C=C/C=[N+](/[O-])O
Lowest unoccupied orbital energy: 0.3 eV
Energy: -322.38176 Ha